# 1
Formula: C29H20BrCl4CrN2O3
Source: the Open Molecules 2025 dataset
Level of theory: ωB97M-V with the def2-TZVPD basis set

```
60
Properties=species:S:1:pos:R:3:forces:R:3
Cr 0.7032 -0.3916 0.3401 -0.9 0.3 -0.5
Cl 1.6845 3.5460 6.4667 0.0 0.2 0.3
C 1.6898 2.8411 4.8915 -0.4 -0.7 0.1
C 2.2164 3.5716 3.8190 0.0 -0.3 -0.6
C 2.2412 3.0084 2.5702 0.1 0.3 0.2
Cl 2.9006 3.8680 1.2309 0.1 0.1 0.0
C 1.7210 1.7029 2.2935 -0.1 -0.3 -0.2
O 1.7917 1.2286 1.1202 0.1 -0.3 0.0
C 1.1460 1.0095 3.4176 0.1 0.0 -0.5
C 0.5847 -0.2866 3.2529 0.3 0.2 -0.3
O 0.4290 -0.8862 2.1660 -0.4 -0.2 1.9
C 1.1676 1.5903 4.6987 0.2 0.4 0.2
H 2.5870 4.5722 3.9718 0.1 0.1 0.0
H 0.2925 -0.8178 4.1712 -0.1 0.0 -0.1
H 0.7643 1.0312 5.5282 -0.1 0.0 0.2
Cl 0.7368 0.6435 -4.4838 0.1 -0.1 -0.2
C -0.2704 1.3338 -3.2700 0.4 -0.5 1.1
C -1.2717 2.2301 -3.6255 -0.5 0.4 0.5
C -2.0923 2.7821 -2.6630 0.4 -0.2 -0.4
Cl -3.3409 3.8695 -3.1453 -0.3 0.3 -0.1
C -1.9420 2.4660 -1.2975 0.2 -0.3 0.2
C -2.6760 3.0119 -0.2260 0.2 -0.2 0.2
C -2.3965 2.5930 1.0526 -0.2 0.2 -0.2
C -1.4530 1.5874 1.2686 0.4 -0.2 -0.2
N -0.7442 1.0559 0.2875 -0.7 0.6 0.8
C -0.9560 1.5080 -0.9633 -0.1 0.4 -0.8
C -0.0898 0.9310 -1.9377 -0.7 0.7 -0.7
O 0.7671 0.0799 -1.5007 1.0 -0.5 -0.8
H -1.4039 2.4889 -4.6654 0.0 0.0 0.0
H -3.4341 3.7535 -0.4209 -0.1 0.1 0.0
H -2.9174 3.0080 1.9013 -0.1 0.0 0.0
H -1.2671 1.2177 2.2678 0.0 0.0 0.0
C 2.6527 -4.1686 -2.9087 -0.1 0.1 0.0
C 2.8730 -3.5333 -1.5728 0.2 -0.1 0.3
C 3.7709 -4.0550 -0.6417 -0.4 0.5 0.0
C 3.9001 -3.4125 0.5752 -0.1 0.0 0.0
C 3.1076 -2.3058 0.8348 0.0 0.1 0.2
Br 3.4021 -1.4201 2.4753 0.3 -0.1 0.0
N 2.1995 -1.8129 -0.0105 0.9 -0.6 0.1
C 2.1397 -2.4136 -1.2083 -0.1 -0.1 -0.3
H 3.2994 -5.0340 -3.0344 0.0 0.0 -0.1
H 2.8398 -3.4596 -3.7138 0.0 0.0 -0.1
H 1.6148 -4.4907 -2.9908 0.0 -0.1 -0.1
H 4.3736 -4.9214 -0.8672 0.0 -0.1 -0.1
H 4.5965 -3.7497 1.3265 0.0 0.0 0.0
H 1.4652 -1.9601 -1.9205 -0.1 0.0 0.0
C -0.8647 -1.8652 -0.0733 1.1 0.1 0.2
C -2.0551 -1.3022 -0.6827 -0.6 0.1 -0.3
C -2.1871 -1.2064 -2.0747 0.0 -0.1 0.3
C -3.2868 -0.5972 -2.6441 -0.1 0.1 0.0
C -4.2874 -0.0737 -1.8403 -0.1 0.0 -0.1
C -4.1914 -0.1887 -0.4617 -0.1 0.1 -0.1
C -3.0970 -0.8002 0.1093 0.2 -0.2 -0.2
H -0.4064 -2.6057 -0.7291 0.0 -0.1 0.0
H -1.0872 -2.3114 0.8947 0.1 0.0 0.1
H -1.4157 -1.6276 -2.7070 0.1 0.0 0.0
H -3.3677 -0.5283 -3.7192 0.0 0.0 -0.1
H -5.1484 0.4021 -2.2829 -0.1 0.1 -0.1
H -4.9807 0.1959 0.1677 -0.1 0.1 0.1
H -3.0267 -0.8993 1.1841 0.0 0.0 0.1
```
Positions in Å, forces in eV/Å.

Computed properties:
E_tot   -188076.999 eV
<S²>   3.827
Orbital gap (alpha / beta)   6.511 / 6.275 eV
HOMO level (alpha / beta)   -7.1641 / -7.1478 eV
Energy relative to the best compared isomer or geometry (same formula, charge and spin)   41.75 kJ/mol
Spin multiplicity   4
Net charge   0

=====

# 2
Formula: C29H20BrNO3PPbS5
Source: the Open Molecules 2025 dataset
Level of theory: ωB97M-V with the def2-TZVPD basis set

```
61
Properties=species:S:1:pos:R:3:forces:R:3
Pb 0.4307 0.2058 -3.1262 -0.1 -0.1 -0.1
O -2.6813 1.1630 -3.5700 0.0 -0.2 0.0
N -2.7366 0.0180 -2.7771 0.0 0.1 -0.1
C -3.1155 0.2379 -1.5871 0.0 0.1 0.0
C -3.1922 -0.8707 -0.6071 -0.1 -0.1 0.0
C -4.4591 -1.2418 -0.1556 0.0 0.0 0.0
C -4.6149 -2.2493 0.7784 0.0 0.0 0.0
C -3.4929 -2.8891 1.2901 0.0 0.0 0.0
C -2.2314 -2.5039 0.8720 0.0 0.0 0.0
C -2.0612 -1.4938 -0.0782 0.1 0.0 0.1
P -0.3740 -0.8658 -0.4543 0.0 0.0 0.0
C -0.1374 0.3275 0.9110 0.0 -0.1 0.0
C -1.1764 0.7140 1.7560 0.0 0.0 0.0
C -0.9578 1.6472 2.7599 0.0 0.0 0.0
C 0.3007 2.1991 2.9406 0.0 0.0 0.0
C 1.3392 1.8249 2.1007 0.0 0.0 0.0
C 1.1206 0.9078 1.0848 0.0 0.0 0.0
C 0.6564 -2.3085 -0.0260 0.0 0.0 0.0
C 0.4135 -3.4891 -0.7321 -0.1 0.0 0.0
C 1.1992 -4.6078 -0.5180 -0.1 0.0 0.1
C 2.2563 -4.5572 0.3828 0.0 0.0 0.1
C 2.5106 -3.3857 1.0771 0.0 0.0 0.0
C 1.7086 -2.2673 0.8814 0.0 0.0 0.0
H -2.4432 1.8992 -2.9677 0.0 0.1 0.0
H -3.3956 1.2410 -1.2564 0.0 0.0 0.0
H -5.3258 -0.7306 -0.5570 0.0 0.0 0.0
H -5.6060 -2.5327 1.1091 0.0 0.0 0.0
H -3.5983 -3.6763 2.0256 0.0 0.0 0.0
H -1.3606 -2.9877 1.2949 0.0 0.0 0.0
H -2.1679 0.2982 1.6366 0.0 0.0 0.0
H -1.7815 1.9514 3.3925 0.0 0.0 0.0
H 0.4662 2.9323 3.7201 0.0 0.0 0.0
H 2.3217 2.2646 2.2168 0.0 0.0 0.0
H 1.9320 0.6476 0.4166 0.0 0.0 -0.1
H -0.3868 -3.5272 -1.4612 0.0 0.0 0.0
H 1.0073 -5.5121 -1.0813 0.0 0.0 0.0
H 2.8962 -5.4192 0.5217 0.0 0.0 0.0
H 3.3447 -3.3329 1.7652 0.0 0.0 0.0
H 1.9176 -1.3614 1.4345 0.0 -0.1 0.0
S 5.8077 -4.7563 -1.2664 0.0 0.0 0.0
C 4.7085 -3.6439 -1.8087 0.1 0.0 -0.1
S 3.3927 -4.0215 -2.8443 0.1 0.0 -0.1
C 2.6557 -2.4339 -2.9270 0.0 0.0 0.0
C 3.3162 -1.4618 -2.2641 0.0 0.0 0.0
S 2.9022 0.2347 -2.1525 -0.1 0.0 0.1
S 4.7604 -1.9706 -1.4148 0.0 0.0 0.0
S 1.1664 -2.3011 -3.8215 0.0 0.0 0.0
Br -2.5082 4.5673 1.5918 0.0 0.1 0.0
C -0.7410 4.6275 0.8950 0.0 0.0 0.0
C 0.1628 5.3927 1.6221 0.0 0.0 0.0
C 1.4843 5.4788 1.2183 0.0 0.0 0.0
C 1.9057 4.7811 0.0955 0.0 0.0 0.0
C 0.9974 4.0088 -0.6060 0.0 0.0 0.0
C -0.3450 3.9216 -0.2369 0.0 0.1 0.0
C -1.2659 3.0951 -1.1274 -0.1 -0.2 0.1
O -2.4676 3.3836 -1.1823 0.0 0.0 -0.1
O -0.7092 2.1599 -1.7768 0.2 0.1 0.1
H -0.1794 5.9159 2.5046 0.0 0.0 0.0
H 2.1799 6.0843 1.7861 0.0 0.0 0.0
H 2.9379 4.8277 -0.2275 0.0 0.0 0.0
H 1.3132 3.4408 -1.4707 0.0 0.0 0.0
```
Positions in Å, forces in eV/Å.

Computed properties:
E_tot   -176789.029 eV
Orbital gap   6.961 eV
HOMO level   -4.5755 eV
Energy relative to the best compared isomer or geometry (same formula, charge and spin)   12.25 kJ/mol
Spin multiplicity   1
Net charge   -1